ORCA calculation (wB97M-V/def2-TZVPD) on a molecular structure, C3H4N2 at a distorted geometry.

The frontier orbital gap is 9.4 eV. For the energy above the lowest of the compared OMol25 structures with the same formula, charge and spin, the calculation gives 116.00 kcal/mol. As for the largest force on an atom: 3.64 eV/Å.

Last column: Löwdin charge in e.
Cartesian coordinates (Å):
C1 -1.527 1.079 0.004  0.0190
C2 -0.034 -0.228 0.005  -0.1847
C3 1.402 -0.438 0.003  -0.0670
N1 -2.129 -0.043 -0.007  -0.0628
N2 -1.068 -0.969 0.001  -0.0086
H1 -1.953 2.069 0.007  0.0445
H2 1.632 -1.437 0.371  0.0900
H3 1.892 0.306 0.630  0.0833
H4 1.785 -0.339 -1.014  0.0862

ORCA calculation (wB97M-V/def2-TZVPD) on a molecular structure, C9H10Br12F3N2O3S at a distorted geometry.

The frontier orbital gap is 6.8 eV. For the energy above the lowest of the compared OMol25 structures with the same formula, charge and spin, the calculation gives 0.00 kcal/mol. Its charge is +1. As for the largest force on an atom: 2.48 eV/Å.

Last column: Löwdin charge in e.
Cartesian coordinates (Å):
C1 -2.522 -1.282 0.926  0.0280
C2 -1.970 -0.533 -0.079  -0.2864
C3 -1.563 0.897 0.072  -0.1183
N1 -1.044 1.144 1.453  -0.0943
O1 -1.551 2.365 2.019  0.0675
C4 -2.190 2.111 3.150  -0.2567
N2 -2.710 1.745 4.105  0.2546
S1 0.803 1.242 1.630  0.8265
O2 0.983 1.111 3.030  -0.1767
O3 1.269 2.389 0.949  -0.1843
C5 1.393 -0.374 0.867  -0.7022
F1 0.671 -1.334 1.421  0.1816
F2 2.636 -0.458 1.204  0.1612
F3 1.223 -0.388 -0.433  0.2012
H1 -1.935 -1.517 1.822  0.0771
H2 -3.549 -1.634 0.931  0.0709
H3 -1.807 -0.976 -1.060  0.0837
H4 -0.806 1.203 -0.656  0.1372
H5 -2.413 1.564 -0.092  0.1507
H6 -1.341 0.377 2.092  0.1438
C6 6.350 0.653 0.565  -1.6208
Br1 4.666 1.585 0.444  0.6209
Br2 6.457 -0.371 2.186  0.5957
Br3 6.670 -0.426 -0.986  0.6054
H7 7.125 1.405 0.605  -0.0248
C7 9.848 0.817 3.915  -1.6765
Br4 10.984 0.267 5.359  0.5923
Br5 8.672 2.247 4.439  0.5511
Br6 10.855 1.279 2.344  0.5707
H8 9.225 -0.026 3.654  -0.0702
C8 -6.047 -0.455 -2.544  -1.6300
Br7 -6.849 -2.181 -2.672  0.5991
Br8 -7.174 0.813 -1.651  0.6111
Br9 -4.299 -0.558 -1.694  0.7109
H9 -5.885 -0.094 -3.549  -0.1011
C9 -6.819 -2.523 -6.881  -1.6325
Br10 -5.786 -1.096 -6.095  0.5885
Br11 -6.242 -4.237 -6.236  0.5790
Br12 -8.697 -2.252 -6.612  0.5929
H10 -6.631 -2.495 -7.944  -0.0270

ORCA calculation (wB97M-V/def2-TZVPD) on 7 unconnected molecules or ions with the total composition C47H46ClN9O2 at a distorted geometry.

The frontier orbital gap is 7.6 eV. As for the structure (SMILES): Cc1cc(CC(N)(N)N)cc2c1C(=O)c1ccc(Cl)cc1C2=O.c1ccncc1.c1ccncc1.c1ccncc1.c1ccncc1.c1ccncc1.c1ccncc1. As for the largest force on an atom: 4.80 eV/Å.

Last column: Löwdin charge in e.
Cartesian coordinates (Å):
C1 -4.218 0.316 -2.038  -0.0678
C2 -2.825 -0.435 -2.311  -0.1278
C3 -2.680 -2.001 -2.217  0.0297
C4 -1.311 -2.729 -2.438  -0.1356
C5 -1.126 -4.327 -2.306  -0.0918
C6 -0.912 -4.656 -0.721  -0.6151
N1 0.509 -4.426 -0.271  0.0583
N2 -1.205 -6.103 -0.415  0.0294
N3 -1.769 -3.849 0.180  0.0590
C7 -0.009 -1.906 -2.771  0.0479
C8 -0.182 -0.377 -2.857  -0.0361
C9 -1.552 0.374 -2.640  -0.0048
C10 -1.499 1.982 -2.776  -0.2425
O1 -2.352 2.669 -3.386  0.0180
C11 -0.200 2.653 -2.088  -0.0463
C12 -0.367 3.948 -1.267  0.0237
C13 0.941 4.507 -0.587  -0.0480
C14 2.276 3.758 -0.778  -0.5287
Cl1 3.747 4.442 0.085  0.5951
C15 2.440 2.454 -1.618  -0.0009
C16 1.168 1.895 -2.281  -0.0332
C17 1.117 0.533 -3.147  -0.2596
O2 2.000 0.236 -3.983  0.0553
H1 -5.126 -0.253 -2.432  0.0855
H2 -4.270 0.461 -0.890  0.0877
H3 -4.259 1.366 -2.485  0.0704
H4 -3.595 -2.660 -1.975  0.1102
H5 -2.090 -4.791 -2.709  0.1158
H6 -0.181 -4.671 -2.854  0.1107
H7 1.156 -4.510 -1.083  0.0675
H8 0.646 -3.445 0.041  0.0673
H9 -1.341 -6.231 0.602  0.0702
H10 -0.336 -6.625 -0.654  0.0675
H11 -2.758 -3.852 -0.092  0.0709
H12 -1.404 -2.905 0.345  0.0549
H13 1.015 -2.392 -2.912  0.1138
H14 -1.385 4.448 -1.139  0.1138
H15 0.811 5.466 0.027  0.1037
H16 3.442 1.904 -1.728  0.1228
C18 3.950 9.833 -0.965  -0.0825
C19 4.158 8.470 -0.807  -0.0711
C20 3.518 7.827 0.240  -0.1748
N4 2.710 8.446 1.116  0.0521
C21 2.527 9.765 0.941  -0.1578
C22 3.118 10.497 -0.076  -0.0792
H17 4.432 10.372 -1.774  0.1048
H18 4.802 7.920 -1.482  0.1023
H19 3.647 6.761 0.403  -0.0022
H20 1.871 10.240 1.664  0.1004
H21 2.933 11.560 -0.170  0.1002
C23 -0.329 3.832 -7.228  -0.0805
C24 -1.044 3.620 -6.058  -0.0678
C25 -2.428 3.677 -6.117  -0.1457
N5 -3.118 3.932 -7.242  0.0543
C26 -2.401 4.135 -8.358  -0.1617
C27 -1.017 4.095 -8.404  -0.0843
H22 0.756 3.794 -7.222  0.1041
H23 -0.540 3.413 -5.123  0.0866
H24 -3.031 3.515 -5.233  0.0821
H25 -2.983 4.341 -9.251  0.0984
H26 -0.490 4.265 -9.335  0.0976
C28 3.367 1.098 3.033  -0.0773
C29 3.371 -0.266 3.298  -0.0806
C30 2.424 -1.060 2.669  -0.1702
N6 1.499 -0.586 1.819  0.0665
C31 1.516 0.734 1.582  -0.1578
C32 2.422 1.612 2.157  -0.0854
H27 4.092 1.752 3.505  0.1056
H28 4.094 -0.702 3.978  0.1026
H29 2.389 -2.130 2.840  0.0901
H30 0.756 1.090 0.892  0.0921
H31 2.388 2.669 1.925  0.0672
C33 -3.425 -0.340 4.369  -0.0775
C34 -2.825 0.340 3.320  -0.0739
C35 -2.582 -0.352 2.144  -0.1507
N7 -2.890 -1.647 1.961  0.0596
C36 -3.468 -2.282 2.993  -0.1405
C37 -3.756 -1.678 4.207  -0.0829
H32 -3.633 0.167 5.305  0.1049
H33 -2.552 1.384 3.412  0.1009
H34 -2.117 0.137 1.294  0.0953
H35 -3.704 -3.327 2.819  0.1028
H36 -4.226 -2.239 5.005  0.0897
C38 6.209 -4.645 0.068  -0.0834
C39 5.134 -5.469 0.365  -0.0756
C40 3.984 -4.888 0.875  -0.1527
N8 3.849 -3.571 1.103  0.0614
C41 4.905 -2.797 0.808  -0.1495
C42 6.097 -3.280 0.292  -0.0748
H37 7.126 -5.061 -0.334  0.1047
H38 5.187 -6.539 0.204  0.1010
H39 3.115 -5.490 1.120  0.0979
H40 4.770 -1.737 1.004  0.0945
H41 6.916 -2.607 0.070  0.1010
C43 -4.425 -5.719 7.728  -0.0834
C44 -3.653 -4.655 7.287  -0.0766
C45 -3.157 -4.697 5.993  -0.1665
N9 -3.378 -5.710 5.141  0.0609
C46 -4.127 -6.728 5.594  -0.1521
C47 -4.671 -6.779 6.868  -0.0776
H42 -4.832 -5.723 8.734  0.1046
H43 -3.440 -3.812 7.932  0.1017
H44 -2.551 -3.887 5.601  0.0941
H45 -4.288 -7.534 4.885  0.1022
H46 -5.270 -7.626 7.179  0.1007

ORCA calculation (wB97M-V/def2-TZVPD) on a molecular structure, C28H35Cl4NO4SbSiTeZr at a distorted geometry.

The frontier orbital gap is 5.6 eV. For the energy above the lowest of the compared OMol25 structures with the same formula, charge and spin, the calculation gives 0.00 kcal/mol. Its charge is -1. As for the largest force on an atom: 2.51 eV/Å.

Last column: Löwdin charge in e.
Cartesian coordinates (Å):
Zr1 1.782 -0.011 -0.893  1.0635
Cl1 7.241 -0.851 3.240  0.6331
C1 5.655 -0.468 2.664  -0.7166
C2 4.632 -0.198 3.558  -0.7175
Cl2 4.920 -0.250 5.263  0.6331
C3 3.355 0.116 3.077  -0.6132
Cl3 2.042 0.423 4.163  0.6771
C4 3.098 0.186 1.714  -0.4173
O1 1.916 0.445 1.186  -0.3443
C5 4.141 -0.125 0.802  -0.3895
O2 3.802 -0.140 -0.476  -0.3128
C6 5.402 -0.438 1.287  -0.6133
Cl4 6.639 -0.809 0.140  0.6894
C7 1.644 4.729 -1.646  -0.3296
Sb1 2.307 2.906 -0.748  1.1457
C8 4.329 3.070 -1.444  -0.3298
C9 2.765 3.770 1.204  -0.3177
H1 2.452 5.450 -1.529  -0.0004
H2 0.740 5.106 -1.167  -0.0041
H3 1.451 4.547 -2.702  -0.0079
H4 4.879 3.755 -0.796  0.0024
H5 4.302 3.450 -2.464  -0.0065
H6 4.791 2.086 -1.449  -0.0120
H7 2.988 4.834 1.111  -0.0091
H8 3.645 3.252 1.589  -0.0060
H9 1.946 3.627 1.910  -0.0092
Te1 1.936 0.946 -3.477  -0.0711
C10 -0.363 -4.561 0.674  -0.0244
N1 0.474 -3.383 0.500  -0.1375
C11 0.467 -2.429 1.601  0.0102
C12 1.090 -3.162 -0.640  -0.2604
O3 1.759 -2.151 -0.911  -0.1463
H10 -1.414 -4.257 0.734  0.0903
H11 -0.082 -5.077 1.593  0.0917
H12 -0.240 -5.237 -0.170  0.0906
H13 -0.555 -2.098 1.784  0.0976
H14 1.079 -1.558 1.376  0.0605
H15 0.856 -2.917 2.496  0.1063
H16 1.028 -3.976 -1.369  0.1543
C13 -4.120 1.319 -1.597  -0.0998
C14 -2.602 1.256 -1.783  -0.6019
C15 -2.277 0.920 -3.242  -0.0988
C16 -1.982 2.617 -1.442  -0.0882
Si1 -1.817 -0.034 -0.646  0.4893
O4 -0.207 0.080 -0.697  -0.4910
C17 -2.443 0.193 1.121  -0.2037
C18 -1.550 0.650 2.096  -0.0839
C19 -1.967 0.876 3.403  -0.0837
C20 -3.286 0.646 3.767  -0.1002
C21 -4.192 0.203 2.814  -0.0974
C22 -3.773 -0.011 1.508  -0.1173
C23 -2.233 -1.763 -1.301  -0.1956
C24 -3.291 -2.567 -0.872  -0.0976
C25 -3.559 -3.794 -1.467  -0.1050
C26 -2.762 -4.251 -2.507  -0.1041
C27 -1.694 -3.475 -2.943  -0.0880
C28 -1.436 -2.248 -2.347  -0.1084
H17 -4.547 2.047 -2.298  0.0806
H18 -4.396 1.630 -0.587  0.0655
H19 -4.595 0.353 -1.803  0.0763
H20 -2.679 1.704 -3.896  0.0838
H21 -2.725 -0.029 -3.548  0.0732
H22 -1.198 0.869 -3.411  0.0087
H23 -2.406 3.394 -2.091  0.0849
H24 -0.903 2.600 -1.604  0.0494
H25 -2.176 2.904 -0.403  0.0812
H26 -0.512 0.833 1.837  0.0854
H27 -1.255 1.235 4.134  0.0927
H28 -3.609 0.821 4.786  0.0957
H29 -5.228 0.034 3.084  0.0960
H30 -4.511 -0.322 0.777  0.0855
H31 -3.924 -2.237 -0.057  0.0824
H32 -4.393 -4.393 -1.120  0.0960
H33 -2.970 -5.205 -2.976  0.0951
H34 -1.070 -3.817 -3.760  0.1053
H35 -0.611 -1.642 -2.715  0.0882

| no. | lowest unoccupied orbital energy (Ha) | total energy (Eh) |
| --- | --- | --- |
| 1 | 0.0076 | -226.04033 |
| 2 | -0.1815 | -32269.52488 |
| 3 | -0.0427 | -2921.72250 |
| 4 | 0.0785 | -4129.59467 |